# 1
CH4N2P | ωB97M-V with the def2-TZVPD basis set

The total charge is +1. Its LUMO energy is -5.4 eV. The frontier orbital gap comes out at 0.3361 hartree.

```
8
CH4N2P (ωB97M-V with the def2-TZVPD basis set)
C -0.53187 0.38865 -0.43866
N 0.32672 -0.51150 1.08327
N -0.43276 -0.31800 -1.43894
P 0.92823 0.63756 1.92059
H -0.82021 1.40885 -0.27403
H -0.96495 -0.07643 -2.23125
H 0.11125 -1.16845 -1.39530
H 1.38359 -0.36070 2.77431
```

Mulliken charges in e:
1 C 0.0737
2 N -0.2949
3 N -0.1409
4 P 0.2488
5 H 0.3919
6 H 0.2756
7 H 0.3101
8 H 0.1358


# 2
C17H19ClO | ωB97M-V with the def2-TZVPD basis set

Its LUMO energy is -2.1 eV. The frontier orbital gap comes out at 0.1524 hartree.

```
38
C17H19ClO (ωB97M-V with the def2-TZVPD basis set)
C 0.14581 0.70075 -2.84209
C -0.11869 -0.35316 -1.85937
C -1.17904 -0.48684 -0.96630
C -1.71246 -1.79500 -0.62011
C -1.36211 -3.03219 -1.40348
C -2.60318 -1.93384 0.43520
C -3.08690 -0.82864 1.15390
C -3.97972 -1.03090 2.33149
C -2.67110 0.44424 0.76170
C -1.79712 0.64485 -0.29705
C -1.45443 2.04621 -0.67517
H 0.59103 0.20355 -3.71400
H -0.75217 1.24742 -3.16181
H 0.91554 1.41492 -2.49351
H 0.52009 -1.23592 -1.98802
H -1.73892 -3.90197 -0.85191
H -1.82613 -3.06971 -2.40045
H -0.28351 -3.15028 -1.52683
H -2.93538 -2.93933 0.72423
H -4.26297 -0.06664 2.75482
H -4.89282 -1.56769 2.05468
H -3.48634 -1.61874 3.11532
H -3.04144 1.30963 1.31176
H -1.94551 2.73137 0.02930
H -0.36667 2.18856 -0.60733
H -1.78410 2.32689 -1.68748
Cl 6.05464 0.71343 3.05593
C 4.79536 0.87856 1.92093
C 4.57171 2.08903 1.25251
C 3.52258 2.24152 0.37334
C 2.63592 1.12065 0.08053
O 1.63051 1.14950 -0.68638
C 2.92238 -0.13294 0.76190
C 3.97227 -0.24185 1.65874
H 5.25918 2.91677 1.44748
H 3.34668 3.18442 -0.14180
H 2.25351 -0.97451 0.54807
H 4.14348 -1.19211 2.15130
```

Mulliken charges in e:
1 C -1.3133
2 C 0.2705
3 C 0.7866
4 C 0.9575
5 C -1.6105
6 C -0.9645
7 C 0.6542
8 C -1.4697
9 C -1.0348
10 C 1.3384
11 C -1.5255
12 H 0.4067
13 H 0.3354
14 H 0.3036
15 H 0.1693
16 H 0.3630
17 H 0.3313
18 H 0.3462
19 H 0.3221
20 H 0.3497
21 H 0.3527
22 H 0.3328
23 H 0.2448
24 H 0.3893
25 H 0.2685
26 H 0.2859
27 Cl -0.2547
28 C 0.3020
29 C -0.3677
30 C -0.5670
31 C -0.0141
32 O -0.4914
33 C -0.3057
34 C -0.5141
35 H 0.3275
36 H 0.3552
37 H 0.2922
38 H 0.3475


# 3
C30H50O | ωB97M-V with the def2-TZVPD basis set

Its LUMO energy is 0.7 eV. The frontier orbital gap comes out at 0.3375 hartree. The SMILES is CC(C)=CCC[C@@H](C)[C@H]1CC[C@@]2(C)C3=C(CC[C@@]12C)[C@@]1(C)CC[C@H](O)C(C)(C)[C@H]1CC3.

```
81
C30H50O (ωB97M-V with the def2-TZVPD basis set)
C -9.10254 -0.73700 -0.66345
C -7.80155 -0.00809 -0.84480
C -7.01048 0.24890 0.18922
C -5.69520 0.96335 0.19779
H -5.44383 1.34505 -0.79158
H -5.77792 1.82122 0.87053
C -4.57798 0.02885 0.67708
H -4.82699 -0.35492 1.66927
H -4.54991 -0.82010 -0.00516
C -3.19890 0.70987 0.73526
C -3.15493 1.62744 1.95695
H -2.31497 2.31309 1.91636
H -3.08077 1.04074 2.86961
H -4.05998 2.22728 2.01219
H -3.08337 1.31642 -0.16891
C -2.09191 -0.36243 0.75835
H -2.28597 -0.98478 1.63815
C -2.14138 -1.25313 -0.50038
H -2.73584 -2.14810 -0.31834
H -2.60472 -0.71185 -1.32605
C -0.69826 -1.63033 -0.85390
H -0.59104 -2.70712 -0.98008
H -0.39236 -1.16043 -1.78941
C 0.18217 -1.11193 0.30260
C 1.56691 -0.76441 -0.21890
C 1.99690 0.48010 -0.42498
C 1.10966 1.66384 -0.13812
C -0.36363 1.28583 -0.11031
H -0.68199 1.01601 -1.11708
C -0.61463 0.11082 0.83729
C -0.17052 0.48089 2.25543
H -0.44610 1.50178 2.50170
H -0.62174 -0.17640 2.99357
H 0.91005 0.39741 2.34360
H -0.94333 2.15533 0.20138
H 1.25760 2.43428 -0.89592
H 1.38947 2.11047 0.81984
C 3.37876 0.83525 -0.96226
C 3.98945 1.97927 -0.12173
C 5.50597 2.00111 -0.21451
H 5.89825 2.85970 0.33252
C 6.16824 0.71895 0.30874
O 7.29606 0.53236 -0.52578
H 7.83983 -0.17765 -0.17023
C 5.19751 -0.50590 0.30452
C 4.38652 -0.54337 1.61187
H 3.39220 -0.13309 1.48457
H 4.27831 -1.56635 1.96546
H 4.89172 0.01663 2.39737
C 6.04791 -1.78570 0.25328
H 6.57252 -1.87591 -0.69568
H 5.42277 -2.66550 0.37858
H 6.77462 -1.78114 1.06642
C 4.35207 -0.36933 -0.98546
C 3.59539 -1.61794 -1.43409
C 2.43132 -1.96011 -0.52019
H 2.80933 -2.37906 0.41416
H 1.82387 -2.73186 -0.99902
H 4.27012 -2.47069 -1.51276
H 3.20634 -1.43106 -2.43693
H 5.09685 -0.16631 -1.76452
H 6.51783 0.87330 1.34259
H 5.81640 2.11279 -1.25425
H 3.70811 1.88337 0.92601
H 3.60603 2.93786 -0.47465
C 3.21646 1.33383 -2.41190
H 2.57362 2.20886 -2.46051
H 2.77635 0.56340 -3.03956
H 4.18337 1.60661 -2.82803
C 0.28781 -2.20643 1.37661
H -0.68336 -2.39536 1.82404
H 0.63293 -3.14040 0.94187
H 0.98226 -1.92177 2.16253
H -7.32033 -0.09711 1.16853
C -7.53174 0.39443 -2.26493
H -8.18833 1.21765 -2.54885
H -6.50417 0.70794 -2.41755
H -7.74080 -0.44008 -2.93286
H -9.29036 -0.95748 0.38409
H -9.92709 -0.13668 -1.04739
H -9.09093 -1.67493 -1.21892
```

Mulliken charges in e:
1 C -1.3805
2 C 1.0210
3 C -0.7125
4 C -0.2266
5 H 0.3145
6 H 0.1632
7 C -0.9234
8 H 0.3256
9 H 0.2963
10 C 0.6352
11 C -1.7172
12 H 0.2595
13 H 0.2669
14 H 0.5473
15 H 0.4661
16 C -0.9185
17 H 0.6925
18 C -1.7983
19 H 0.4636
20 H 0.4009
21 C -1.5188
22 H 0.5927
23 H 0.3955
24 C 1.5646
25 C 0.3973
26 C 0.6509
27 C -0.8272
28 C -1.7494
29 H 0.5187
30 C 2.1774
31 C -2.5568
32 H 0.4465
33 H 0.3749
34 H 0.4768
35 H 0.5812
36 H 0.6226
37 H 0.1693
38 C 0.9545
39 C -1.1787
40 C -1.6598
41 H 0.4175
42 C -0.2734
43 O -0.6141
44 H 0.4151
45 C 2.7235
46 C -1.5245
47 H 0.1678
48 H 0.3376
49 H 0.3530
50 C -2.9200
51 H 0.5448
52 H 0.5646
53 H 0.5358
54 C -1.0532
55 C -2.3515
56 C -0.3590
57 H 0.2484
58 H 0.7147
59 H 0.4470
60 H 0.5282
61 H 0.8027
62 H 0.4733
63 H 0.4885
64 H 0.4349
65 H 0.5875
66 C -1.7452
67 H 0.3804
68 H 0.4292
69 H 0.5008
70 C -2.0954
71 H 0.4756
72 H 0.4609
73 H 0.4442
74 H 0.2081
75 C -1.3418
76 H 0.2772
77 H 0.3285
78 H 0.3795
79 H 0.3365
80 H 0.3287
81 H 0.3360


# 4
HN4O4 | ωB97M-V with the def2-TZVPD basis set

The total charge is -1. Its LUMO energy (alpha / beta) is 3.7 / 3.7 eV. The frontier orbital gap (alpha / beta) comes out at 0.2456 / 0.2457 hartree.

```
9
HN4O4 (ωB97M-V with the def2-TZVPD basis set)
N 1.19901 -0.38286 0.83508
N 0.16136 -0.33434 -1.41395
N 0.24345 0.18755 0.20341
N -0.73305 0.94505 0.93236
O -0.95917 -0.16030 -1.92211
O -0.94148 0.53863 2.05925
O 1.81813 -1.27172 0.23165
O -1.16180 1.91240 0.33611
H 0.37355 -1.43440 -1.26180
```

Mulliken charges in e:
1 N -0.1312
2 N -0.0051
3 N 0.2990
4 N 0.9605
5 O -0.6218
6 O -0.6106
7 O -0.5243
8 O -0.5462
9 H 0.1797